No. 1
ORCA calculation (wB97M-V/def2-TZVPD) on a molecular structure, C43H42F5N6O3Sr at a distorted geometry.

The net charge is -1. The value obtained for the HOMO energy is -5.1237 eV. The value obtained for the largest force on an atom is 1.521 eV Å⁻¹. Its total energy is -74783.1877 eV. The energy relative to the best compared isomer or geometry (same formula, charge and spin) is 5.4 kcal per mole.

Element x y z (Å)
Sr -0.829108 1.182847 -0.339949
C 4.341054 2.676549 -3.418896
C 3.445811 1.489793 -3.052301
C 3.514937 0.421826 -4.148817
C 3.808851 0.917267 -1.687044
C 5.037156 0.270851 -1.548639
C 5.408439 -0.321382 -0.357440
C 4.527807 -0.293795 0.714115
C 3.288906 0.330556 0.630668
C 2.384792 0.255196 1.852387
C 1.972596 1.617664 2.420288
C 1.176099 -0.659667 1.629744
C 2.938041 0.978259 -0.574318
N 1.686294 1.648915 -0.680484
C 1.749286 2.935795 -0.876208
C 0.682746 3.845081 -1.053534
C 0.856939 5.227413 -1.247346
C -0.414648 5.762095 -1.389962
C -1.313989 4.679392 -1.277786
N -0.664327 3.526093 -1.081024
C -2.823983 4.721818 -1.380003
C -3.455377 4.102873 -0.127200
C -3.268180 3.935783 -2.620913
C -3.305692 6.168458 -1.508474
H 4.071937 3.070697 -4.401922
H 5.392110 2.373606 -3.452359
H 4.250738 3.486668 -2.693213
H 2.420152 1.844271 -3.011655
H 4.531915 0.036134 -4.268842
H 3.206125 0.848199 -5.107186
H 2.860975 -0.423520 -3.929691
H 5.713995 0.233805 -2.397341
H 6.371637 -0.811587 -0.263654
H 4.803118 -0.776726 1.647238
H 2.987193 -0.230628 2.625044
H 1.258497 2.140151 1.784454
H 2.843206 2.266834 2.542145
H 1.504521 1.484495 3.399249
H 0.565071 -0.304541 0.805733
H 0.547996 -0.693702 2.522598
H 1.483022 -1.677948 1.380635
H 2.735136 3.411722 -0.892673
H 1.805016 5.748934 -1.273398
H -0.670650 6.800343 -1.546639
H -3.172252 3.056514 -0.004800
H -4.546819 4.140844 -0.199769
H -3.143962 4.641835 0.771171
H -2.962147 2.892264 -2.550847
H -2.829287 4.366757 -3.525616
H -4.359000 3.963222 -2.716879
H -3.010962 6.762273 -0.639048
H -4.396491 6.189028 -1.580626
H -2.898805 6.644651 -2.404599
N -2.922114 0.530695 -1.284970
C -4.059137 0.250252 -1.317785
N -5.314952 -0.049204 -1.359539
C -5.717882 -1.302171 -1.244158
N -6.140606 -2.386446 -1.154436
C -1.866952 -3.674073 2.212360
O -0.808714 -4.561631 1.815067
C -1.196049 -5.802056 1.418359
C -0.856243 -6.896490 2.203348
C -1.218292 -8.179519 1.829030
C -1.931003 -8.382722 0.654720
C -2.242075 -7.301584 -0.151456
C -1.862909 -6.011555 0.206553
N -2.214991 -4.935375 -0.646487
C -1.495096 -3.868226 -1.013323
C -0.141347 -3.649313 -1.014858
C 0.890524 -4.617126 -0.773713
C 2.190240 -4.306359 -0.975675
C 2.553365 -2.994687 -1.435607
C 1.625496 -2.039629 -1.664383
C 0.221768 -2.282386 -1.402106
O -0.642351 -1.395693 -1.500417
H -1.485342 -2.661766 2.120899
H -2.138466 -3.871863 3.250054
H -2.747706 -3.787594 1.581133
H -0.316482 -6.704986 3.123634
H -0.954782 -9.018722 2.460528
H -2.229100 -9.379505 0.357425
H -2.764973 -7.447075 -1.090336
H -3.183230 -4.908519 -0.919036
H -2.097513 -3.047965 -1.394995
H 0.621392 -5.614547 -0.447639
H 2.965870 -5.042383 -0.802219
H 3.601678 -2.763989 -1.596026
H 1.895681 -1.047936 -1.996025
F -1.036628 2.507435 7.012428
C -1.189410 2.188080 5.720153
C -1.131425 3.161840 4.738219
F -0.907705 4.428235 5.087136
C -1.292763 2.826959 3.412517
F -1.188970 3.789638 2.494807
C -1.514364 1.503671 2.968405
O -1.616233 1.215666 1.717454
C -1.573323 0.554276 4.005856
F -1.787675 -0.735028 3.696346
C -1.411625 0.881111 5.337762
F -1.474047 -0.074009 6.266587

Cartesian forces (eV/Å) of the 2 atoms listed first:
0.2 -0.6 -1.1
0.0 0.0 0.0



No. 2
ORCA calculation (wB97M-V/def2-TZVPD) on 2 unconnected molecules or ions with the total composition CH5N2O2 at a distorted geometry.

The net charge is +1. The value obtained for the HOMO energy (alpha / beta) is -15.1675 / -15.1690 eV. The value obtained for the largest force on an atom is 4.410 eV Å⁻¹. Its total energy is -8178.7934 eV. The energy relative to the best compared isomer or geometry (same formula, charge and spin) is 126.9 kcal per mole.

Element x y z (Å)
C 0.701860 -0.270322 -1.028039
N -0.551143 0.217613 1.851793
N -0.764621 0.222154 0.600020
O -1.321810 0.755680 2.623516
O -1.717743 0.944216 0.128051
H -0.105762 -0.348033 -1.798251
H 1.086076 -1.210866 -0.603594
H 1.223486 0.571162 -0.720512
H 0.088232 -0.488084 2.103358
H -1.797775 1.887512 0.591934

Cartesian forces (eV/Å) of the 2 atoms listed first:
-2.9 -2.0 1.7
-3.0 0.7 -0.7